i:
{
  "formula": "C2H7N3O2",
  "method": "ωB97M-V/def2-TZVPD",
  "e_lumo_ev": 0.5,
  "elements": ["C", "C", "N", "N", "N", "O", "O", "H", "H", "H", "H", "H", "H", "H"],
  "xyz": [[-0.269, 0.062, -0.626], [-0.848, 0.717, -1.870], [0.100, -1.363, 1.878], [1.306, 0.479, 2.078], [0.110, -0.115, 2.006], [0.543, -0.837, -0.716], [-0.605, 0.647, 0.437], [-0.130, 0.701, -2.808], [-1.756, 0.274, -2.189], [-1.103, 1.706, -1.825], [-0.741, -1.788, 1.356], [0.964, -1.753, 1.275], [2.087, 0.427, 1.467], [1.081, 1.449, 2.365]]
}



ii:
{
  "formula": "C2H7N3O2",
  "method": "ωB97M-V/def2-TZVPD",
  "e_lumo_ev": 0.4,
  "elements": ["C", "C", "H", "H", "H", "H", "H", "H", "H", "N", "N", "N", "O", "O"],
  "xyz": [[0.940, -0.928, 0.719], [1.003, 1.233, -0.463], [2.113, -0.992, 0.873], [0.404, -1.937, 0.569], [0.591, -0.875, 1.983], [2.079, 1.180, -0.212], [0.249, 1.991, 0.187], [0.925, 1.570, -1.632], [-2.400, -0.829, -1.211], [0.571, -0.107, -0.360], [-0.809, -0.126, -0.406], [-1.587, 0.613, 0.478], [-1.270, -1.262, -0.866], [-2.808, 0.469, 0.342]]
}



iii:
{
  "formula": "C2H7N3O2",
  "method": "ωB97M-V/def2-TZVPD",
  "e_lumo_ev": 1.0,
  "smiles": "[O-]/[NH+]=N\\O.C=NC",
  "elements": ["O", "N", "N", "O", "H", "H", "C", "N", "C", "H", "H", "H", "H", "H"],
  "xyz": [[-0.496, -3.021, -0.541], [-0.136, -2.419, 0.469], [-0.896, -1.733, 1.226], [-2.186, -1.693, 0.689], [0.806, -2.395, 0.870], [-2.264, -2.431, -0.109], [0.009, 0.080, -1.384], [0.365, 0.042, -0.191], [0.480, 1.265, 0.578], [-0.051, -0.982, -1.891], [-0.264, 1.097, -1.823], [-0.010, 0.987, 1.501], [1.595, 1.296, 0.799], [0.329, 2.176, -0.011]]
}



iv:
{
  "formula": "C2H7N3O2",
  "method": "ωB97M-V/def2-TZVPD",
  "e_lumo_ev": -1.1,
  "smiles": "CN(C)N(O)N=O",
  "elements": ["C", "N", "C", "N", "O", "N", "O", "H", "H", "H", "H", "H", "H", "H"],
  "xyz": [[0.080, -1.147, -1.400], [-0.758, -0.656, -0.274], [-2.050, -0.067, -0.829], [-0.309, 0.212, 0.743], [0.954, -0.630, 1.248], [0.493, 1.197, 0.245], [1.711, 1.314, 0.651], [0.951, -1.857, -1.086], [0.236, -0.162, -1.941], [-0.869, -1.421, -2.156], [-2.827, -0.856, -0.999], [-2.760, 0.296, 0.073], [-2.095, 0.634, -1.583], [1.883, -0.092, 0.878]]
}



Stability summary - winner: i; margin: 1.941 eV.



i:
{
  "formula": "C4H12N3",
  "method": "ωB97M-V/def2-TZVPD",
  "total_charge": 1,
  "e_lumo_ev": -3.2,
  "elements": ["C", "C", "C", "C", "N", "N", "N", "H", "H", "H", "H", "H", "H", "H", "H", "H", "H", "H", "H"],
  "xyz": [[1.294, 0.362, -0.955], [1.763, 0.374, -2.354], [-1.456, -1.631, 1.095], [-0.518, -0.467, 0.986], [-0.412, -0.085, -0.469], [-1.013, 0.780, 1.600], [0.198, 1.212, -0.415], [1.855, -0.081, -0.237], [0.985, 0.259, -3.227], [2.541, -0.386, -2.348], [2.472, 1.286, -2.339], [-2.474, -1.403, 1.125], [-1.172, -2.456, 0.309], [-1.283, -2.122, 2.136], [0.565, -0.678, 1.398], [-1.949, 0.860, 1.283], [-0.998, 0.812, 2.548], [-0.185, 1.513, 0.882], [-0.212, 1.849, -1.017]]
}



ii:
{
  "formula": "C4H12N3",
  "method": "ωB97M-V/def2-TZVPD",
  "total_charge": 1,
  "e_lumo_ev": -3.3,
  "smiles": "NCC/C(N)=C/[NH3+]",
  "elements": ["N", "C", "C", "C", "N", "C", "N", "H", "H", "H", "H", "H", "H", "H", "H", "H", "H", "H", "H"],
  "xyz": [[1.189, -1.234, -1.402], [0.249, -0.284, -2.109], [-1.013, 0.037, -1.147], [-0.367, 0.312, 0.213], [0.879, 0.989, 0.357], [-0.900, -0.146, 1.384], [-0.373, 0.373, 2.596], [1.153, -2.222, -1.424], [2.110, -1.045, -1.734], [0.776, 0.650, -2.385], [-0.089, -0.680, -3.044], [-1.662, -0.818, -1.178], [-1.838, 0.803, -1.197], [1.373, 0.317, -0.316], [0.855, 1.961, 0.142], [-1.512, -0.981, 1.548], [-0.536, 1.382, 2.492], [-0.907, 0.043, 3.406], [0.598, 0.180, 2.790]]
}



Stability summary - winner: ii; margin: 2.102 eV.



i:
{
  "formula": "C4H12N3",
  "method": "ωB97M-V/def2-TZVPD",
  "total_charge": 1,
  "e_lumo_ev": -3.0,
  "elements": ["N", "C", "N", "N", "H", "H", "H", "H", "H", "H", "C", "C", "C", "H", "H", "H", "H", "H", "H"],
  "xyz": [[-1.238, 0.361, -0.687], [-0.596, 0.030, -1.801], [0.675, -0.350, -1.760], [-1.230, 0.104, -2.981], [-0.741, 0.376, 0.195], [-2.113, 0.852, -0.763], [1.196, -0.466, -2.612], [1.099, -0.619, -0.879], [-2.233, 0.191, -2.964], [-0.822, -0.361, -3.775], [-0.107, 0.593, 2.575], [1.044, 0.250, 1.663], [1.392, -0.997, 1.371], [-0.517, 1.575, 2.340], [-0.887, -0.165, 2.529], [0.263, 0.618, 3.599], [1.699, 1.064, 1.367], [2.304, -1.220, 0.834], [0.815, -1.836, 1.749]]
}



ii:
{
  "formula": "C4H12N3",
  "method": "ωB97M-V/def2-TZVPD",
  "total_charge": 1,
  "e_lumo_ev": -6.6,
  "smiles": "CNC/[N+](C)=C/N",
  "elements": ["C", "N", "C", "N", "C", "C", "N", "H", "H", "H", "H", "H", "H", "H", "H", "H", "H", "H", "H"],
  "xyz": [[-0.952, 0.760, 2.626], [-1.130, 0.297, 1.272], [-0.096, -0.618, 0.778], [-0.079, -0.522, -0.665], [0.590, -1.575, -1.395], [0.060, 0.786, -1.228], [0.991, 0.882, -2.314], [-1.765, 1.441, 2.891], [0.002, 1.239, 2.888], [-1.076, -0.135, 3.251], [-1.083, 1.047, 0.578], [-0.409, -1.619, 1.099], [0.946, -0.408, 1.125], [0.553, -1.300, -2.449], [-0.072, -2.441, -1.255], [1.601, -1.863, -1.108], [-0.851, 1.181, -1.665], [0.826, 1.872, -2.519], [1.942, 0.975, -1.910]]
}



Stability summary - winner: i; margin: 4.011 eV.